C64H156F8N8O20P3S8 | wB97M-V/def2-TZVPD

## Properties
Expectation value of S²: 0.764
HOMO-LUMO gap (alpha / beta), eV: 7.2684 / 2.5542
Net charge: +4
M, g mol⁻¹: 1859.4
Calculated total energy, eV: -258011.2010
2S+1: 2
E_HOMO (alpha / beta), eV: -16.206 / -16.206

```
267
Properties=species:S:1:pos:R:3:mulliken_charge:R:1
C 11.702 28.127 -5.514 -0.59
C 10.701 27.302 -4.579 -0.18
C 9.256 27.153 -5.210 -0.27
O 8.419 26.227 -4.514 -0.60
C 7.064 26.503 -4.598 -0.97
N 11.297 25.941 -4.412 1.56
H 11.518 25.642 -5.351 -0.66
H 12.139 25.961 -3.854 0.87
H 10.667 25.303 -3.948 0.06
H 11.136 28.930 -5.987 -0.05
H 12.129 27.527 -6.317 0.20
H 12.517 28.653 -5.016 0.22
H 10.779 27.555 -3.521 0.81
H 9.321 26.812 -6.243 -0.08
H 8.881 28.172 -5.117 0.64
H 6.623 26.365 -5.585 0.26
H 6.746 27.499 -4.290 0.46
H 6.544 25.867 -3.881 0.35
C 14.184 18.410 -0.613 -1.55
C 13.075 18.880 -1.529 0.43
C 13.553 19.895 -2.547 -0.73
O 12.439 20.272 -3.314 -0.14
C 12.278 19.680 -4.613 -0.69
N 12.540 17.616 -2.280 -0.25
H 11.670 17.667 -2.791 0.28
H 13.188 17.250 -2.963 0.36
H 12.490 16.835 -1.642 0.41
H 15.009 17.911 -1.121 0.43
H 13.828 17.795 0.213 0.46
H 14.641 19.284 -0.150 0.41
H 12.222 19.288 -0.988 0.25
H 14.390 19.601 -3.180 0.30
H 13.867 20.860 -2.149 0.36
H 12.630 18.650 -4.667 0.51
H 12.707 20.419 -5.290 0.09
H 11.256 19.569 -4.975 0.16
C 7.763 21.461 -6.595 -1.72
C 8.122 22.522 -5.522 0.18
C 9.344 22.087 -4.541 -0.77
O 9.903 23.212 -3.844 -0.49
C 10.782 22.866 -2.879 -0.71
N 8.366 23.887 -6.137 1.88
H 7.603 24.166 -6.737 0.18
H 8.626 24.508 -5.385 0.19
H 9.179 23.889 -6.736 -0.85
H 8.624 21.279 -7.239 0.36
H 6.883 21.708 -7.189 0.42
H 7.711 20.499 -6.086 0.61
H 7.236 22.766 -4.934 0.53
H 10.154 21.618 -5.100 -0.05
H 9.003 21.285 -3.886 0.76
H 10.424 22.025 -2.285 0.62
H 10.744 23.683 -2.158 0.23
H 11.807 22.750 -3.232 -0.13
C 11.786 29.479 -9.768 -1.47
C 10.514 30.332 -9.650 0.40
C 9.812 30.405 -8.315 -0.54
O 8.611 31.181 -8.334 -0.44
C 8.163 31.691 -7.060 -0.65
N 10.951 31.769 -9.973 -0.22
H 11.846 31.991 -9.561 0.35
H 11.019 31.956 -10.964 0.36
H 10.320 32.461 -9.595 0.35
H 12.421 29.499 -10.654 0.50
H 11.713 28.489 -9.318 -0.28
H 12.464 29.842 -8.996 0.82
H 9.836 30.171 -10.488 0.42
H 10.474 30.806 -7.548 0.53
H 9.565 29.379 -8.039 0.08
H 7.952 30.918 -6.320 0.18
H 7.182 32.154 -7.164 0.32
H 8.818 32.486 -6.705 0.34
C 19.869 28.740 -9.754 -1.03
C 19.661 29.580 -8.416 -0.78
C 18.442 29.079 -7.611 -0.39
C 18.509 27.592 -7.056 -1.09
P 16.874 26.809 -6.416 0.11
C 17.094 24.973 -6.122 0.59
C 18.445 24.548 -5.709 -1.17
C 18.933 24.804 -4.253 0.31
C 20.397 24.543 -4.022 -1.59
C 15.589 27.198 -7.646 -0.45
C 15.787 26.523 -9.033 0.25
C 14.943 27.288 -10.049 0.23
C 15.665 28.564 -10.617 -1.44
C 16.462 27.485 -4.777 0.10
C 15.922 28.897 -4.760 -0.42
C 16.055 29.497 -3.349 -0.31
C 15.584 30.970 -3.329 -1.50
H 20.695 28.038 -9.644 0.30
H 20.133 29.358 -10.613 0.34
H 19.022 28.079 -9.934 0.16
H 19.462 30.639 -8.583 0.49
H 20.585 29.532 -7.840 0.39
H 17.507 29.127 -8.168 0.14
H 18.454 29.670 -6.696 0.28
H 19.306 27.571 -6.312 0.69
H 18.769 26.840 -7.801 0.64
H 16.853 24.554 -7.099 -0.25
H 16.351 24.565 -5.438 -0.19
H 19.229 25.125 -6.198 0.23
H 18.713 23.540 -6.026 0.57
H 18.361 24.119 -3.627 0.32
H 18.761 25.822 -3.905 0.01
H 20.641 24.877 -3.013 0.41
H 21.067 24.962 -4.773 0.38
H 20.598 23.472 -3.994 0.36
H 15.526 28.282 -7.745 0.99
H 14.664 26.855 -7.182 -0.18
H 15.291 25.553 -9.069 -0.56
H 16.806 26.390 -9.398 0.81
H 14.031 27.656 -9.580 -0.48
H 14.642 26.605 -10.843 0.22
H 14.869 29.137 -11.093 0.40
H 16.400 28.515 -11.420 0.37
H 16.004 29.183 -9.787 0.26
H 17.427 27.517 -4.272 0.51
H 15.840 26.707 -4.334 -0.23
H 14.890 29.053 -5.075 0.00
H 16.507 29.469 -5.481 0.27
H 17.120 29.616 -3.149 0.36
H 15.556 28.903 -2.583 0.33
H 14.519 31.068 -3.538 0.31
H 16.062 31.771 -3.894 0.37
H 15.694 31.321 -2.303 0.42
C 17.596 18.238 -15.207 -1.15
C 16.142 18.622 -15.007 -0.57
C 15.653 18.358 -13.597 -0.72
C 16.114 19.637 -12.705 -0.79
P 15.298 19.630 -11.015 -0.03
C 15.845 18.007 -10.308 -1.21
C 17.338 17.740 -9.933 -0.80
C 17.569 17.379 -8.480 -0.38
C 18.921 17.027 -8.047 -1.62
C 13.400 19.716 -11.053 0.12
C 12.742 19.078 -9.798 -0.33
C 11.228 18.941 -9.923 0.72
C 10.630 18.706 -8.592 -1.53
C 15.956 20.966 -9.983 -1.56
C 15.519 20.888 -8.490 0.49
C 16.706 21.181 -7.593 -0.68
C 16.348 21.124 -6.009 -1.45
H 18.011 18.155 -14.203 0.28
H 18.279 18.989 -15.605 0.36
H 17.582 17.267 -15.701 0.30
H 15.473 18.017 -15.619 0.50
H 15.986 19.650 -15.335 0.14
H 16.085 17.404 -13.292 0.42
H 14.585 18.143 -13.627 0.47
H 15.743 20.562 -13.147 0.24
H 17.187 19.672 -12.519 0.91
H 15.510 17.280 -11.048 0.76
H 15.308 17.892 -9.367 0.63
H 17.921 18.647 -10.095 0.35
H 17.777 16.900 -10.471 0.54
H 16.977 16.476 -8.325 0.47
H 17.062 18.003 -7.744 0.26
H 19.530 17.903 -8.267 0.34
H 19.301 16.186 -8.628 0.38
H 18.997 16.774 -6.990 0.39
H 13.068 19.170 -11.935 0.43
H 13.084 20.729 -11.302 -0.55
H 12.969 19.611 -8.876 -0.19
H 13.204 18.099 -9.667 0.52
H 11.072 18.142 -10.647 0.32
H 10.950 19.861 -10.438 -0.40
H 10.448 19.588 -7.978 0.10
H 11.325 18.137 -7.973 0.47
H 9.729 18.095 -8.542 0.48
H 15.610 21.849 -10.521 0.58
H 17.000 20.857 -10.275 1.09
H 15.132 19.901 -8.234 0.41
H 14.660 21.486 -8.184 -0.43
H 17.105 22.163 -7.846 0.37
H 17.516 20.472 -7.765 0.36
H 15.912 20.148 -5.797 0.44
H 15.615 21.875 -5.715 0.07
H 17.189 21.186 -5.318 0.56
C 4.956 25.430 -16.628 -1.50
C 5.810 25.110 -15.377 0.36
C 5.437 23.788 -14.831 -1.20
C 6.005 23.367 -13.424 -0.37
P 7.871 22.934 -13.386 -0.04
C 8.290 21.166 -14.043 -0.95
C 9.719 20.715 -13.644 0.59
C 9.953 19.185 -13.972 0.08
C 9.630 18.945 -15.468 -1.49
C 8.942 24.267 -14.144 -0.54
C 9.028 25.668 -13.460 -1.03
C 10.262 25.840 -12.593 1.04
C 10.504 27.288 -12.281 -1.52
C 8.116 22.923 -11.527 1.07
C 7.112 22.220 -10.585 -0.35
C 7.166 20.717 -10.683 0.46
C 6.447 19.867 -9.517 -1.38
H 5.516 26.232 -17.108 0.42
H 3.980 25.830 -16.355 0.38
H 4.939 24.713 -17.449 0.37
H 5.711 25.910 -14.643 0.26
H 6.860 25.083 -15.666 -0.03
H 5.676 23.112 -15.652 0.33
H 4.348 23.763 -14.874 0.48
H 5.401 22.576 -12.980 0.53
H 5.893 24.256 -12.802 0.17
H 8.264 21.162 -15.132 0.96
H 7.560 20.484 -13.607 0.71
H 9.829 20.906 -12.577 -0.81
H 10.474 21.331 -14.134 0.12
H 9.489 18.531 -13.234 0.41
H 11.037 19.092 -13.906 -0.14
H 9.741 17.902 -15.765 0.43
H 10.225 19.594 -16.110 0.33
H 8.573 19.028 -15.722 0.37
H 8.795 24.383 -15.218 0.89
H 9.933 23.815 -14.107 -0.03
H 8.049 25.791 -12.997 0.31
H 8.971 26.410 -14.257 0.71
H 11.052 25.439 -13.228 -0.09
H 10.362 25.257 -11.678 -0.50
H 11.542 27.623 -12.277 0.42
H 10.062 27.560 -11.322 0.00
H 10.064 27.995 -12.985 0.54
H 8.070 23.938 -11.131 -0.13
H 9.134 22.579 -11.338 -0.08
H 6.076 22.535 -10.709 0.51
H 7.199 22.522 -9.541 -0.74
H 8.224 20.455 -10.665 -0.28
H 6.863 20.505 -11.708 0.22
H 7.017 19.848 -8.588 0.15
H 6.152 18.852 -9.784 0.44
H 5.542 20.400 -9.225 0.37
N 14.579 22.573 -12.794 -0.20
S 13.565 23.639 -12.330 0.41
O 12.176 23.280 -12.055 -0.17
O 13.906 25.015 -12.638 -0.74
F 14.195 23.726 -10.815 0.01
S 13.742 22.086 -14.166 1.07
O 12.809 23.054 -14.771 -0.55
O 13.406 20.622 -14.292 -0.44
F 14.974 22.154 -15.163 -0.33
N 13.149 26.018 -2.413 -0.26
S 13.247 26.470 -0.963 0.79
O 14.141 27.586 -0.610 -0.61
O 12.980 25.519 0.091 -0.58
F 11.811 27.230 -0.966 -0.34
S 14.329 24.876 -2.251 0.97
O 13.836 23.555 -1.864 -0.55
O 15.675 25.306 -1.975 -0.58
F 14.356 24.620 -3.869 -0.39
N 11.373 24.810 -7.088 -0.85
S 11.303 24.714 -8.641 -0.58
O 10.548 23.590 -9.078 -0.06
O 12.466 25.167 -9.486 0.30
F 10.370 26.029 -8.880 -0.32
S 12.591 23.604 -6.985 0.15
O 13.972 24.131 -6.924 0.36
O 12.344 22.236 -7.437 0.04
F 12.285 23.418 -5.368 -0.25
N 6.160 24.796 -7.554 -0.10
S 6.321 25.964 -8.834 0.50
O 5.439 27.133 -8.868 -0.52
O 6.835 25.425 -10.090 -0.22
F 7.662 26.634 -8.347 -0.22
S 4.701 24.653 -7.837 0.77
O 4.299 24.127 -9.148 -0.31
O 3.781 25.604 -7.141 -0.30
F 4.538 23.343 -6.874 -0.28
```